[1]
Below is a 2-piece molecular cluster, C4H10N4O overall, with properties calculated with ωB97M-V with the def2-TZVPD basis set.

**Total charge**: +2
**Relative energy (zero: lowest compared OMol25 entry of this formula, charge and spin)**: 82.5 kcal per mole

```
19
Properties=species:S:1:pos:R:3:forces:R:3:lowdin_charge:R:1
C -1.8015 -2.4923 -0.0604 1.57 -0.72 1.59 -0.18
C -1.8245 -0.2188 -0.9054 -1.16 -1.18 -0.79 -0.09
C -2.4807 -3.5773 -0.2845 -3.34 2.77 -3.80 0.17
C 0.9961 2.1671 0.7725 -0.38 0.43 -0.14 -0.10
N -2.0510 -1.3313 -0.6746 -0.33 2.05 -0.72 0.21
N 0.4110 1.0490 0.8488 -0.02 0.27 1.29 0.02
N -1.8218 0.9541 -1.3798 0.09 2.80 -1.99 0.20
N 2.1324 2.6288 1.6300 -1.70 -0.27 4.55 0.24
O 0.7261 0.3157 1.9682 -0.23 -0.81 -0.58 0.00
H -0.9679 -2.3613 0.5843 0.66 -0.70 0.66 0.11
H -2.2717 -4.4959 0.0498 0.70 -3.19 1.54 0.05
H -3.3338 -3.4224 -1.0553 1.39 -0.76 1.48 0.15
H 0.5866 2.8866 0.0697 0.64 -0.08 -0.13 0.14
H -1.5540 1.1772 -2.3774 -0.07 -0.81 1.44 0.19
H -2.4729 1.6572 -1.0243 0.20 -0.35 0.28 0.16
H 2.9718 2.6196 1.1251 1.82 0.25 -1.22 0.14
H 2.2919 1.9473 2.4629 -0.43 0.74 -1.68 0.21
H 2.0596 3.5643 2.2002 -0.28 -1.56 -1.83 0.24
H 0.1546 -0.4988 1.9295 0.86 1.11 0.06 0.14
```
Positions in Å, forces in eV/Å.



[2]
Below is an isolated molecule of C5H9NO2, with properties calculated with ωB97M-V with the def2-TZVPD basis set.

**Relative energy (zero: lowest compared OMol25 entry of this formula, charge and spin)**: 115.7 kcal per mole
**SMILES**: O=C(O)CC1CNC1

```
17
Properties=species:S:1:pos:R:3:forces:R:3:lowdin_charge:R:1
C 2.1682 0.3709 -0.1805 1.19 -3.68 0.96 -0.52
C 0.9149 -0.4366 0.1762 1.58 -1.06 0.82 -0.10
C -0.2824 0.1844 -0.3988 -2.51 3.34 -1.25 -0.25
C -1.5682 -0.6257 -0.6215 0.69 7.89 -11.10 -0.20
C -1.2228 1.0825 0.5333 0.02 -4.60 -2.11 -0.07
H 3.3412 -1.3139 0.4550 -0.26 4.65 -1.62 0.21
H 0.9584 -0.6299 1.2827 -0.53 1.06 -0.48 0.14
H 0.9809 -1.5211 -0.0596 0.37 0.61 -0.90 0.13
H -0.1612 0.9022 -1.2677 0.77 -1.37 0.66 0.16
H -1.7666 -1.1520 -1.6833 0.33 1.62 1.85 0.17
H -1.4943 -1.3037 -0.0806 0.53 -11.30 9.28 -0.02
H -2.9951 0.1212 0.3931 -6.80 -2.85 6.15 0.00
H -1.0283 0.6773 1.4616 -0.32 -1.53 2.56 0.08
H -1.0542 2.0508 0.7605 -0.10 3.79 -0.78 0.07
N -2.4056 0.4237 -0.1772 6.07 5.26 -4.84 0.04
O 3.3922 -0.2558 0.0794 -0.60 -4.02 1.55 0.00
O 2.2230 1.4257 -0.6726 -0.42 2.19 -0.76 0.16
```
Positions in Å, forces in eV/Å.